ORCA calculation (wB97M-V/def2-TZVPD) on 5 unconnected molecules or ions with the total composition C31H53N6O7P.

```
98
Properties=species:S:1:pos:R:3:forces:R:3
C -2.285 3.792 -3.019 -0.27 0.66 -0.43
C -2.007 3.032 -2.146 0.07 -0.33 0.44
C -1.677 2.185 -1.041 -0.42 -0.34 -0.21
N -2.574 1.295 -0.676 0.80 0.04 0.38
C -2.195 0.521 0.384 -0.51 -0.09 -0.22
C -3.071 -0.482 0.842 -0.51 -0.12 -0.21
C -2.765 -1.278 1.900 0.11 -0.08 -0.03
C -1.543 -1.096 2.575 -0.30 -0.06 -0.39
C -0.675 -0.139 2.149 0.41 0.78 0.73
P 0.882 0.078 3.077 1.64 -0.61 -0.12
O 0.986 1.684 3.423 -0.82 -0.16 0.05
O 0.464 -0.627 4.502 -0.26 0.32 -0.21
C -0.971 0.687 1.040 0.26 0.15 -0.21
N -0.069 1.625 0.625 -0.32 -0.09 -0.15
C -0.407 2.353 -0.408 0.01 -0.01 0.39
C 0.573 3.366 -0.896 0.67 0.14 0.04
C 1.656 2.794 -1.859 -0.24 -0.15 0.39
C 1.577 1.288 -2.132 1.11 0.55 -0.99
C 2.394 0.921 -3.405 -0.41 -0.77 0.20
C 1.534 0.244 -4.482 0.23 0.40 -0.48
C 1.008 1.243 -5.536 -0.24 -1.01 0.41
C -0.348 0.831 -6.130 0.05 0.68 -0.19
C -1.369 1.955 -6.194 -0.27 -0.30 -0.25
O -0.956 3.024 -7.032 0.08 0.01 0.24
C -0.399 4.137 -6.371 0.05 0.32 0.00
H -2.584 4.539 -3.707 0.01 0.00 -0.27
H -4.007 -0.614 0.321 -0.12 0.07 -0.13
H -3.461 -2.042 2.200 -0.06 -0.15 0.16
H -1.269 -1.690 3.428 -0.19 -0.19 0.07
H 0.107 2.087 3.450 0.10 0.18 -0.02
H -0.424 -0.313 4.771 -0.10 0.00 0.15
H 1.075 3.752 -0.014 0.04 -0.01 0.17
H 0.099 4.219 -1.365 -0.35 -0.02 -0.09
H 1.663 3.355 -2.790 -0.23 0.00 -0.17
H 2.623 2.979 -1.400 0.20 0.09 -0.05
H 0.564 0.939 -2.304 -0.23 -0.04 0.34
H 2.060 0.776 -1.307 -0.53 -0.26 0.35
H 2.895 1.794 -3.818 0.07 0.12 -0.08
H 3.170 0.203 -3.152 0.23 0.09 0.24
H 2.134 -0.517 -4.979 -0.04 -0.15 -0.13
H 0.686 -0.277 -4.041 -0.01 -0.07 0.27
H 1.730 1.265 -6.345 0.22 0.51 -0.02
H 0.952 2.207 -5.042 -0.06 0.32 -0.16
H -0.201 0.520 -7.162 -0.01 -0.33 -0.07
H -0.805 0.011 -5.576 0.04 -0.16 0.04
H -1.652 2.299 -5.199 0.16 0.20 0.15
H -2.280 1.558 -6.643 -0.14 -0.02 -0.07
H -0.264 3.980 -5.303 -0.04 -0.16 0.13
H 0.573 4.385 -6.792 0.14 -0.08 -0.11
H -1.037 5.015 -6.490 -0.16 0.04 -0.09
C -1.853 3.745 7.005 -0.18 -0.06 -0.07
N -2.354 2.662 6.178 0.00 0.04 0.00
C -3.783 2.566 5.919 0.08 -0.12 -0.07
C -1.544 1.744 5.643 0.09 0.15 0.20
O -1.922 0.814 4.938 0.13 0.00 0.10
H -2.300 3.692 7.998 0.04 0.06 0.02
H -2.106 4.706 6.553 0.04 0.03 0.05
H -0.772 3.675 7.100 0.01 -0.03 -0.02
H -4.163 1.612 6.284 -0.05 0.02 -0.02
H -3.971 2.619 4.846 -0.06 -0.01 0.01
H -4.300 3.380 6.420 0.04 0.03 0.02
H -0.481 1.900 5.894 -0.04 -0.07 -0.03
C -0.092 -5.911 6.211 -0.02 0.21 -0.16
N -0.780 -5.485 5.007 0.07 -0.05 0.17
C -0.607 -4.123 4.535 -0.05 -0.16 -0.08
C -1.579 -6.310 4.304 -0.07 -0.10 -0.02
O -2.178 -5.996 3.294 0.00 0.07 -0.01
H -0.404 -5.296 7.058 0.05 -0.05 0.06
H 0.987 -5.812 6.082 0.02 -0.04 0.09
H -0.327 -6.951 6.427 -0.02 -0.02 -0.03
H -1.574 -3.619 4.498 0.02 0.04 -0.02
H -0.187 -4.134 3.528 -0.02 0.12 -0.01
H 0.060 -3.582 5.201 0.01 -0.01 0.02
H -1.648 -7.322 4.739 0.03 0.01 0.02
C 3.649 -0.678 5.731 0.31 -0.02 0.16
N 4.348 -1.530 6.677 -0.09 0.12 -0.11
C 5.574 -1.057 7.295 -0.08 -0.18 0.04
C 3.893 -2.752 7.003 -0.07 -0.13 0.03
O 4.432 -3.509 7.788 0.03 0.04 0.01
H 4.301 -0.450 4.885 -0.09 0.07 -0.05
H 3.356 0.255 6.217 -0.06 0.03 -0.10
H 2.758 -1.176 5.363 -0.06 -0.02 0.00
H 6.397 -1.732 7.057 0.04 0.04 0.04
H 5.460 -1.031 8.379 0.07 0.02 0.01
H 5.805 -0.059 6.930 -0.04 0.01 -0.04
H 2.958 -3.016 6.479 0.00 0.03 -0.02
C -1.575 -1.379 -9.402 0.13 -0.28 -0.06
N -0.307 -2.055 -9.596 -0.14 0.10 0.02
C -0.300 -3.461 -9.961 0.16 0.10 0.03
C 0.874 -1.423 -9.448 0.10 0.10 0.02
O 1.960 -1.944 -9.597 -0.02 -0.06 -0.01
H -2.133 -1.869 -8.601 -0.11 0.10 -0.01
H -2.159 -1.415 -10.324 -0.09 0.06 0.06
H -1.408 -0.338 -9.132 0.04 0.01 0.00
H 0.234 -4.040 -9.207 -0.01 -0.06 -0.04
H 0.210 -3.596 -10.916 -0.01 -0.07 0.01
H -1.322 -3.823 -10.041 -0.03 0.04 0.01
H 0.764 -0.359 -9.172 -0.03 -0.01 -0.01
```
Positions in Å, forces in eV/Å.

Output
Multiplicity = 1
SMILES = C#Cc1nc2cccc(P(O)O)c2nc1CCCCCCCCOC.CN(C)C=O.CN(C)C=O.CN(C)C=O.CN(C)C=O
HOMO energy = -8.5 eV
Orbital gap = 0.2904 hartree
LUMO energy = -0.563 eV
E_tot = -65567.497 eV

***

ORCA calculation (wB97M-V/def2-TZVPD) on a gas-phase ion, C8H3Cl2N2O (charge -1).

```
16
Properties=species:S:1:pos:R:3:forces:R:3
C -2.681 0.332 -1.010 -3.26 -1.36 -2.21
C -0.571 -1.032 -0.313 0.85 1.84 0.65
C -0.395 0.297 0.061 -1.07 -0.33 -0.24
C 0.317 -2.050 -0.086 -0.12 -0.58 0.12
C 2.010 0.732 0.731 1.60 0.21 0.38
C 0.667 0.961 0.678 -2.12 0.64 -0.50
C 3.176 1.055 0.906 -0.07 -1.45 -0.51
C -1.692 1.064 -0.392 3.31 3.25 2.79
N -3.564 -0.106 -1.617 0.70 0.17 0.66
N 0.834 -3.061 0.119 0.54 0.42 -0.16
O 1.589 -4.017 0.184 0.46 -1.17 0.23
Cl 0.446 2.682 1.158 -0.73 0.14 -0.06
Cl 4.810 0.881 1.016 0.31 0.29 0.17
H -1.490 -1.172 -0.796 -0.59 -1.32 -0.63
H -1.294 1.805 -1.131 -0.63 -0.16 0.64
H -2.161 1.629 0.493 0.81 -0.61 -1.31
```
Positions in Å, forces in eV/Å.

Output
Total charge = -1
Multiplicity = 1
HOMO energy = -3.1 eV
Orbital gap = 0.2235 hartree
Energy above the lowest of the compared OMol25 structures with the same formula, charge and spin = 0.0 kcal per mole
LUMO energy = 3.006 eV
E_tot = -38412.272 eV

***

ORCA calculation (wB97M-V/def2-TZVPD) on 2 unconnected molecules or ions with the total composition C7H8BrClSi.

```
18
Properties=species:S:1:pos:R:3:forces:R:3
C 0.616 -2.363 1.612 1.57 -1.28 -1.09
C -0.069 -2.643 0.447 -1.61 2.28 0.76
C 1.071 -1.062 1.822 -1.05 0.00 3.20
C -0.637 -1.516 -0.201 -1.29 -2.21 -3.06
C 0.482 0.038 1.200 0.87 -0.76 -1.13
C -0.373 -0.226 0.110 -0.28 1.35 0.85
C 0.833 2.684 -2.169 -4.01 0.97 2.66
Si -1.212 1.257 -0.692 2.89 1.64 -0.54
Cl -2.899 1.117 -1.805 -0.07 -0.50 -0.23
Br -1.735 2.703 0.921 0.01 -0.06 0.03
H 1.023 -3.196 2.244 -0.61 0.96 -0.55
H -0.519 -3.574 0.254 0.05 -1.27 -0.44
H 1.510 -1.058 2.857 0.35 1.08 -1.36
H -1.329 -1.679 -1.129 1.20 -0.02 1.86
H 0.776 1.066 1.344 0.06 0.04 0.67
H 1.096 1.921 -2.803 1.40 -1.53 -1.06
H -0.032 3.227 -2.543 0.27 0.19 -0.25
H 1.398 3.305 -1.469 0.26 -0.88 -0.30
```
Positions in Å, forces in eV/Å.

Output
Multiplicity = 1
HOMO energy (spin up / spin down) = -8.1 / -8.1 eV
Orbital gap (spin up / spin down) = 0.2856 / 0.2855 hartree
Energy above the lowest of the compared OMol25 structures with the same formula, charge and spin = 70.1 kcal per mole
LUMO energy (spin up / spin down) = -0.285 / -0.283 eV
E_tot = -97830.587 eV

***

ORCA calculation (wB97M-V/def2-TZVPD) on a molecular structure, C9H17ClF6NO6PS3.

```
44
Properties=species:S:1:pos:R:3:forces:R:3
C 1.837 -0.834 3.345 0.01 -0.12 -0.35
O 0.840 -1.734 2.886 0.07 -0.03 0.04
C 0.346 -2.684 3.819 -0.25 0.17 -0.07
C -1.173 -2.681 3.864 0.01 -0.45 0.36
C -1.805 -3.430 2.700 0.05 0.55 -0.35
C -1.779 -2.588 1.401 -0.05 -0.62 0.45
C -1.350 -3.411 0.197 -0.42 0.10 -0.20
C -0.917 -2.620 -1.034 0.10 -0.32 -0.29
S 0.100 -1.184 -0.601 0.32 0.07 0.85
P 1.873 -1.486 -1.902 -0.35 0.23 -0.76
O 2.580 -2.491 -0.871 0.12 -0.58 -0.05
Cl 2.734 0.242 -1.449 0.26 0.37 0.20
H 1.444 0.180 3.353 -0.08 0.12 0.18
H 2.678 -0.855 2.654 0.10 -0.05 -0.11
H 2.214 -1.108 4.326 -0.05 0.01 0.21
H 0.723 -2.500 4.824 0.22 0.19 0.04
H 0.678 -3.679 3.516 0.18 -0.14 0.02
H -1.538 -1.660 3.951 -0.07 0.15 -0.09
H -1.454 -3.186 4.789 -0.05 -0.04 0.12
H -2.825 -3.716 2.935 -0.13 -0.11 0.05
H -1.231 -4.342 2.548 -0.02 -0.25 0.01
H -2.781 -2.202 1.235 -0.03 0.37 -0.13
H -1.090 -1.773 1.585 0.03 0.25 -0.15
H -2.208 -3.999 -0.126 -0.01 -0.24 -0.07
H -0.578 -4.131 0.451 0.27 0.08 0.18
H -1.731 -2.300 -1.674 -0.20 0.30 0.11
H -0.286 -3.245 -1.664 0.08 -0.04 -0.13
H -0.528 -0.150 -1.195 -0.09 -0.08 -0.30
H 2.782 -3.304 -1.363 0.16 -0.03 0.34
C 1.955 6.226 -3.188 0.06 -0.21 0.08
F 2.263 7.464 -3.571 0.01 -0.04 0.02
F 2.636 5.361 -3.952 -0.02 0.13 0.07
F 2.351 6.060 -1.919 0.01 0.06 -0.13
S 0.138 5.979 -3.358 0.24 0.15 -0.03
O -0.132 6.132 -4.754 0.01 -0.16 -0.19
O -0.454 6.921 -2.460 -0.06 -0.01 0.25
N 0.123 4.471 -2.842 -0.58 0.14 -0.12
S -1.230 3.681 -2.760 0.26 -0.04 0.02
O -1.804 3.274 -4.007 0.01 -0.06 -0.18
O -2.128 4.063 -1.713 -0.05 0.07 0.20
C -0.455 2.137 -2.122 0.29 0.49 -0.22
F 0.160 2.299 -0.947 -0.04 -0.16 0.08
F 0.437 1.614 -2.976 -0.15 -0.15 0.05
F -1.414 1.185 -1.931 -0.16 -0.06 -0.03
```
Positions in Å, forces in eV/Å.

Output
Multiplicity = 1
HOMO energy = -8.6 eV
Orbital gap = 0.2599 hartree
LUMO energy = -1.553 eV
E_tot = -94002.954 eV

***

What did the third record say?
ORCA calculation (wB97M-V/def2-TZVPD) on 2 unconnected molecules or ions with the total composition C7H8BrClSi.

```
18
Properties=species:S:1:pos:R:3:forces:R:3
C 0.616 -2.363 1.612 1.57 -1.28 -1.09
C -0.069 -2.643 0.447 -1.61 2.28 0.76
C 1.071 -1.062 1.822 -1.05 0.00 3.20
C -0.637 -1.516 -0.201 -1.29 -2.21 -3.06
C 0.482 0.038 1.200 0.87 -0.76 -1.13
C -0.373 -0.226 0.110 -0.28 1.35 0.85
C 0.833 2.684 -2.169 -4.01 0.97 2.66
Si -1.212 1.257 -0.692 2.89 1.64 -0.54
Cl -2.899 1.117 -1.805 -0.07 -0.50 -0.23
Br -1.735 2.703 0.921 0.01 -0.06 0.03
H 1.023 -3.196 2.244 -0.61 0.96 -0.55
H -0.519 -3.574 0.254 0.05 -1.27 -0.44
H 1.510 -1.058 2.857 0.35 1.08 -1.36
H -1.329 -1.679 -1.129 1.20 -0.02 1.86
H 0.776 1.066 1.344 0.06 0.04 0.67
H 1.096 1.921 -2.803 1.40 -1.53 -1.06
H -0.032 3.227 -2.543 0.27 0.19 -0.25
H 1.398 3.305 -1.469 0.26 -0.88 -0.30
```
Positions in Å, forces in eV/Å.

Output
Multiplicity = 1
HOMO energy (spin up / spin down) = -8.1 / -8.1 eV
Orbital gap (spin up / spin down) = 0.2856 / 0.2855 hartree
Energy above the lowest of the compared OMol25 structures with the same formula, charge and spin = 70.1 kcal per mole
LUMO energy (spin up / spin down) = -0.285 / -0.283 eV
E_tot = -97830.587 eV